Entry from the OMol25 dataset: CH2F3NP2 in the gas phase at a distorted geometry (the ωB97M-V functional and the def2-TZVPD basis).

The gap between HOMO and LUMO (spin up / spin down) comes out at 6.326 / 6.323 eV. As for the relative energy (zero: lowest compared OMol25 entry of this formula, charge and spin): 0.992 eV. The SMILES is C=P(F)(F)/N=P/F. The value obtained for the energy is -1076.398071 Eh. For the HOMO energy (spin up / spin down), the calculation gives -8.4 / -8.4 eV.

Geometry as XYZ:
```
9
Properties=species:S:1:pos:R:3:lowdin_charge:R:1
C 0.048 0.323 0.395 -0.201
P 1.428 -0.235 1.215 0.532
F 2.687 -0.536 0.279 -0.149
F 2.073 1.149 1.783 -0.200
N 1.453 -1.140 2.578 -0.420
P 0.687 -1.992 3.725 0.915
F 1.188 -3.538 3.450 -0.389
H -0.568 0.842 1.022 -0.046
H -0.494 -0.414 -0.100 -0.042
```